# 1
{
  "formula": "C5H10O",
  "method": "wB97M-V/def2-TZVPD",
  "gap_ha": 0.388,
  "e_tot_ha": -271.715200,
  "de_lowest_kj_mol": 98.2,
  "lumo_energy_ev": 1.02,
  "smiles": "CC1(C)CCO1",
  "elements": ["C", "C", "C", "C", "C", "O", "H", "H", "H", "H", "H", "H", "H", "H", "H", "H"],
  "xyz": [[-1.118, -1.149, -0.183], [-0.247, 0.094, -0.081], [-1.072, 1.367, 0.089], [0.999, -0.092, 0.815], [1.755, -0.206, -0.514], [0.601, 0.193, -1.259], [-1.817, -1.050, -1.021], [-1.692, -1.298, 0.739], [-0.500, -2.037, -0.357], [-1.158, 1.860, -0.884], [-0.605, 2.076, 0.779], [-2.085, 1.162, 0.453], [1.006, -0.971, 1.466], [1.262, 0.797, 1.396], [2.077, -1.226, -0.768], [2.594, 0.480, -0.671]],
  "mulliken_charge": [-1.60, 1.66, -1.51, -0.79, -0.43, -0.51, 0.35, 0.37, 0.38, 0.32, 0.35, 0.34, 0.27, 0.28, 0.23, 0.27]
}



# 2
{
  "formula": "C32H40IrN5Se",
  "method": "wB97M-V/def2-TZVPD",
  "gap_ha": 0.259,
  "e_tot_ha": -4022.503859,
  "de_lowest_kj_mol": 183.7,
  "charge": 2,
  "lumo_energy_ev": -6.58,
  "elements": ["Ir", "C", "C", "C", "C", "C", "C", "C", "C", "C", "C", "C", "C", "C", "C", "C", "N", "H", "H", "H", "H", "H", "H", "H", "H", "H", "H", "N", "C", "C", "N", "H", "H", "H", "H", "H", "H", "H", "H", "C", "C", "C", "C", "N", "C", "Se", "N", "C", "C", "C", "C", "C", "C", "C", "C", "C", "C", "H", "H", "H", "H", "H", "H", "H", "H", "H", "H", "H", "H", "H", "H", "H", "H", "H", "H", "H", "H", "H", "H"],
  "xyz": [[-0.248, 0.108, 0.238], [-2.538, -1.995, -2.803], [-3.012, -3.095, -2.099], [-2.640, -3.281, -0.779], [-1.767, -2.382, -0.168], [-1.319, -1.268, -0.862], [-1.702, -1.075, -2.174], [-1.270, -2.514, 1.178], [-1.446, -3.649, 1.996], [-0.880, -3.688, 3.232], [-0.150, -2.579, 3.720], [0.460, -2.551, 4.994], [1.117, -1.435, 5.425], [1.183, -0.290, 4.606], [0.621, -0.296, 3.359], [-0.041, -1.447, 2.883], [-0.587, -1.466, 1.625], [-2.817, -1.847, -3.838], [-3.660, -3.812, -2.583], [-3.041, -4.124, -0.232], [-1.356, -0.210, -2.730], [-2.023, -4.486, 1.633], [-0.985, -4.570, 3.852], [0.392, -3.430, 5.621], [1.588, -1.423, 6.398], [1.687, 0.592, 4.977], [0.649, 0.575, 2.719], [1.542, 1.542, 0.527], [2.776, 0.742, 0.628], [2.871, -0.125, -0.604], [1.623, -0.912, -0.723], [1.622, 2.178, -0.265], [1.460, 2.134, 1.349], [2.704, 0.109, 1.514], [3.661, 1.372, 0.721], [3.752, -0.762, -0.529], [2.983, 0.500, -1.491], [1.709, -1.791, -0.221], [1.426, -1.144, -1.692], [-6.317, 1.431, 1.018], [-6.054, 1.253, -0.478], [-5.599, 2.529, -1.192], [-4.127, 2.893, -1.005], [-3.786, 3.333, 0.349], [-3.036, 2.672, 1.244], [-2.522, 0.868, 1.060], [-2.881, 3.429, 2.342], [-2.101, 3.097, 3.535], [-2.970, 2.824, 4.763], [-3.868, 1.593, 4.644], [-3.106, 0.273, 4.740], [-3.570, 4.622, 2.158], [-3.741, 5.734, 2.978], [-4.515, 6.762, 2.482], [-5.088, 6.701, 1.202], [-4.907, 5.607, 0.383], [-4.142, 4.560, 0.892], [-6.886, 0.588, 1.407], [-6.896, 2.338, 1.205], [-5.392, 1.490, 1.595], [-6.983, 0.931, -0.951], [-5.319, 0.458, -0.638], [-6.231, 3.362, -0.872], [-5.742, 2.407, -2.267], [-3.862, 3.705, -1.685], [-3.503, 2.032, -1.236], [-1.438, 3.941, 3.733], [-1.493, 2.224, 3.298], [-3.588, 3.702, 4.957], [-2.297, 2.700, 5.614], [-4.431, 1.630, 3.706], [-4.598, 1.632, 5.453], [-2.412, 0.142, 3.907], [-3.803, -0.566, 4.721], [-2.541, 0.220, 5.673], [-3.298, 5.792, 3.962], [-4.687, 7.637, 3.093], [-5.686, 7.530, 0.851], [-5.345, 5.559, -0.604]],
  "mulliken_charge": [1.57, -0.70, -0.88, -0.66, 1.37, -0.40, -0.74, 1.05, -1.29, -1.01, 1.27, -0.86, -0.81, -1.11, 0.00, 0.01, -0.07, 0.48, 0.45, 0.45, 0.49, 0.47, 0.49, 0.48, 0.45, 0.50, 0.20, -0.69, -0.45, -0.77, -0.57, 0.31, 0.24, 0.15, 0.50, 0.40, 0.38, 0.24, 0.29, -0.73, -0.48, -0.59, -0.97, 0.62, 0.01, -0.16, 0.59, -0.47, -0.76, -0.05, -0.98, 0.68, -0.76, -0.82, -0.78, -0.83, 0.60, 0.44, 0.33, -0.12, 0.37, 0.17, 0.33, 0.45, 0.48, 0.30, 0.43, -0.28, 0.38, 0.53, -0.11, 0.43, 0.00, 0.41, 0.39, 0.42, 0.42, 0.43, 0.45]
}